# 1
# C2H10NO

A 2-piece molecular cluster, C2H10NO overall at a distorted geometry (ωB97M-V/def2-TZVPD, the OMol25 dataset).

Each line ends with the Mulliken charge.
Atoms and positions in Å:
N (0.697, 1.447, 1.867)  -0.396
H (0.755, 2.259, 1.351)  0.390
H (0.359, 0.687, 1.292)  0.256
H (0.257, 1.802, 2.737)  0.404
H (1.677, 1.242, 2.051)  0.433
C (-0.238, -0.114, -0.853)  -0.177
O (-0.365, -0.492, 0.530)  -0.337
C (-0.409, -1.470, -1.608)  -0.838
H (0.772, 0.296, -1.038)  0.379
H (-0.860, 0.613, -1.283)  0.373
H (-1.342, -0.635, 0.526)  0.449
H (-1.071, -2.241, -1.169)  0.353
H (0.569, -1.931, -1.754)  0.337
H (-0.800, -1.463, -2.649)  0.373

Forces on atoms 1 to 2 (eV/Å):
N 1.471 0.230 2.034
H 0.037 2.562 -2.084

Properties
orbital gap (spin up / spin down) = 14.52 / 7.02 eV
max |F| = 4.26 eV/Å
multiplicity = 2
ΔE to the lowest compared entry with this formula, charge and spin = 26.66 kcal/mol
net charge = +2

=====

# 2
# C24H15N4PPdS2Se

C24H15N4PPdS2Se as an isolated structure at a distorted geometry (ωB97M-V/def2-TZVPD, the OMol25 dataset).

Each line ends with the Mulliken charge.
Atoms and positions in Å:
Pd (-0.889, 0.722, -1.967)  -0.553
S (-2.929, -0.469, -2.347)  -0.060
C (-2.167, -1.964, -2.704)  0.729
S (-0.523, -1.475, -2.840)  -0.176
C (-2.678, -3.213, -2.790)  0.465
C (-1.812, -4.316, -3.052)  -0.079
N (-1.111, -5.202, -3.272)  -0.480
C (-4.068, -3.437, -2.561)  -0.100
N (-5.187, -3.616, -2.359)  -0.470
C (4.013, -1.000, 3.621)  -0.435
C (2.640, -0.910, 3.811)  -0.765
C (1.798, -0.720, 2.725)  -0.024
C (2.322, -0.629, 1.437)  0.064
C (3.700, -0.735, 1.254)  -0.151
C (4.543, -0.911, 2.342)  -0.616
P (1.299, -0.337, -0.048)  -0.150
C (-0.387, -0.779, 0.521)  0.096
C (-1.382, 0.144, 0.863)  0.340
C (-2.671, -0.291, 1.174)  -0.744
C (-2.975, -1.637, 1.141)  -0.560
C (-1.989, -2.566, 0.809)  -0.652
C (-0.712, -2.141, 0.497)  -0.505
C (1.148, 1.496, -0.050)  1.759
C (1.877, 2.334, 0.797)  -0.409
C (1.779, 3.712, 0.683)  -0.873
C (0.944, 4.280, -0.269)  -0.706
C (0.191, 3.470, -1.110)  0.066
C (0.305, 2.106, -0.965)  -0.629
H (4.668, -1.146, 4.470)  0.387
H (2.224, -0.984, 4.807)  0.402
H (0.728, -0.644, 2.879)  0.403
H (4.112, -0.685, 0.252)  0.371
H (5.612, -0.990, 2.190)  0.398
H (-1.164, 1.203, 0.939)  0.650
H (-3.425, 0.444, 1.422)  0.269
H (-3.980, -1.973, 1.363)  0.411
H (-2.227, -3.622, 0.782)  0.451
H (0.042, -2.866, 0.210)  0.382
H (2.530, 1.894, 1.540)  0.369
H (2.354, 4.345, 1.346)  0.421
H (0.857, 5.355, -0.352)  0.411
H (-0.485, 3.903, -1.832)  0.556
Se (-3.666, 3.336, 0.491)  -0.188
C (-2.915, 2.715, -0.971)  0.416
N (-2.373, 2.339, -1.952)  -0.800
N (0.687, 1.844, -4.351)  -0.121
C (0.252, 1.388, -3.391)  0.158
H (1.092, 2.229, -5.180)  0.276

Forces on atoms 1 to 2 (eV/Å):
Pd -1.119 0.357 -0.662
S -0.048 -0.072 0.189

Properties
orbital gap = 5.84 eV
max |F| = 1.35 eV/Å
ΔE to the lowest compared entry with this formula, charge and spin = 28.73 kcal/mol

=====

# 3
# C10H30ClO10

A 6-piece molecular cluster, C10H30ClO10 overall at a distorted geometry (ωB97M-V/def2-TZVPD, the OMol25 dataset).

Each line ends with the Mulliken charge.
Atoms and positions in Å:
Cl (-0.124, -0.305, -0.180)  -0.924
C (0.407, -0.817, 3.681)  -0.501
C (0.465, -2.288, 3.394)  -0.311
O (0.998, -2.620, 2.122)  -0.462
O (-0.655, -0.144, 3.019)  -0.312
H (1.354, -0.295, 3.500)  0.274
H (0.254, -0.713, 4.763)  0.360
H (-0.549, -2.698, 3.501)  0.194
H (1.086, -2.757, 4.164)  0.338
H (0.550, -2.102, 1.433)  0.325
H (-0.548, -0.245, 2.056)  0.126
C (2.876, 2.684, -3.302)  -0.766
C (2.160, 1.821, -2.272)  0.166
O (0.940, 1.319, -2.795)  -0.543
O (3.219, 1.939, -4.462)  -0.510
H (3.810, 3.041, -2.860)  0.310
H (2.199, 3.509, -3.517)  0.360
H (1.868, 2.363, -1.367)  0.278
H (2.844, 1.004, -1.998)  0.205
H (0.578, 0.699, -2.142)  0.137
H (3.806, 1.233, -4.178)  0.300
C (-1.359, 3.321, 1.516)  -0.111
C (-1.909, 3.140, 0.111)  -0.217
O (-0.873, 3.013, -0.842)  -0.439
O (-0.731, 4.581, 1.722)  -0.571
H (-0.706, 2.492, 1.796)  0.210
H (-2.229, 3.317, 2.180)  0.297
H (-2.579, 3.940, -0.199)  0.314
H (-2.534, 2.238, 0.142)  0.022
H (-0.543, 2.103, -0.780)  0.157
H (-0.074, 4.677, 1.021)  0.316
C (-4.563, -0.813, 2.618)  -0.458
C (-3.840, -0.610, 1.308)  -0.063
O (-2.820, -1.578, 1.140)  -0.501
O (-3.660, -0.792, 3.717)  -0.553
H (-5.102, -1.775, 2.581)  0.229
H (-5.384, -0.099, 2.723)  0.372
H (-3.462, 0.419, 1.264)  -0.124
H (-4.532, -0.691, 0.458)  0.420
H (-2.122, -1.172, 0.592)  0.275
H (-2.807, -1.053, 3.326)  0.376
C (2.896, -3.308, -3.404)  -0.575
C (2.424, -2.340, -2.346)  0.049
O (1.334, -2.877, -1.622)  -0.464
O (1.877, -3.690, -4.303)  -0.514
H (3.393, -4.203, -3.005)  0.348
H (3.763, -2.824, -3.889)  0.299
H (2.144, -1.389, -2.819)  0.058
H (3.243, -2.101, -1.655)  0.298
H (0.992, -2.143, -1.081)  0.212
H (2.225, -4.411, -4.831)  0.298

Forces on atoms 1 to 2 (eV/Å):
Cl -0.051 0.052 0.085
C -0.100 0.663 0.427

Properties
orbital gap = 9.74 eV
max |F| = 1.28 eV/Å
ΔE to the lowest compared entry with this formula, charge and spin = 0.00 kcal/mol
net charge = -1

=====

# 4
# C2H6NS

A 2-piece molecular cluster, C2H6NS overall at a distorted geometry (ωB97M-V/def2-TZVPD, the OMol25 dataset).

Each line ends with the Mulliken charge.
Atoms and positions in Å:
S (1.758, 0.040, 3.211)  -0.879
H (2.449, -0.258, 2.096)  -0.062
C (-0.011, -0.785, -1.510)  -0.711
C (-0.936, -0.136, -0.694)  -0.040
N (-0.522, 0.855, 0.213)  -0.394
H (0.975, -0.940, -1.156)  0.287
H (-0.236, -0.888, -2.528)  0.239
H (-1.960, 0.118, -1.095)  0.163
H (-1.415, 1.358, 0.388)  0.213
H (-0.101, 0.635, 1.076)  0.182

Forces on atoms 1 to 2 (eV/Å):
S -0.175 0.041 -0.151
H 0.013 0.003 0.017

Properties
orbital gap = 6.40 eV
max |F| = 4.12 eV/Å
ΔE to the lowest compared entry with this formula, charge and spin = 32.32 kcal/mol
net charge = -1

=====

# 5
# C3H4NS

An isolated ion of composition C3H4NS and charge +1 (ωB97M-V/def2-TZVPD, the OMol25 dataset).

Each line ends with the Mulliken charge.
Atoms and positions in Å:
C (2.559, 0.552, 0.237)  -0.065
C (-0.888, 1.171, 0.121)  -0.128
C (0.655, -1.118, 0.008)  -0.357
N (1.668, -0.188, 0.113)  -0.055
S (-1.047, -0.426, 0.245)  0.247
H (0.647, -1.567, -0.994)  0.376
H (0.775, -1.915, 0.753)  0.405
H (-1.765, 1.788, 0.233)  0.291
H (0.061, 1.669, -0.038)  0.285

Forces on atoms 1 to 2 (eV/Å):
C 0.603 0.609 0.052
C 0.230 -0.514 0.117

Properties
orbital gap = 8.88 eV
max |F| = 0.86 eV/Å
ΔE to the lowest compared entry with this formula, charge and spin = 45.93 kcal/mol
net charge = +1

=====

# 6
# C34H63ClF5N16O26

A 12-piece molecular cluster, C34H63ClF5N16O26 overall at a distorted geometry (ωB97M-V/def2-TZVPD, the OMol25 dataset).

Each line ends with the Mulliken charge.
Atoms and positions in Å:
C (3.932, 3.183, -2.970)  -1.236
C (3.645, 2.291, -1.716)  -0.071
N (2.406, 1.530, -1.600)  -0.236
C (1.151, 2.050, -2.194)  -0.871
C (1.200, 1.483, -3.664)  -0.918
C (-0.145, 1.117, -4.359)  0.149
O (-0.871, 0.246, -4.037)  -0.361
Cl (-0.677, 2.022, -5.860)  -0.191
N (0.985, 3.462, -1.834)  2.036
C (0.356, 4.475, -2.630)  1.124
F (0.331, 4.291, -3.984)  -0.272
F (1.110, 5.667, -2.473)  -0.360
C (-1.105, 4.894, -2.235)  -0.175
C (-2.228, 4.488, -3.095)  -0.542
C (-3.592, 4.829, -2.789)  -0.957
C (-3.919, 5.601, -1.603)  -0.841
C (-2.825, 6.044, -0.778)  0.315
C (-3.091, 6.891, 0.497)  0.905
F (-2.725, 6.195, 1.624)  -0.248
F (-2.440, 8.089, 0.484)  -0.259
F (-4.441, 7.133, 0.640)  -0.287
C (-1.441, 5.696, -1.092)  -0.205
C (0.848, 3.406, -0.423)  -1.905
N (1.134, 4.246, 0.542)  0.084
N (1.654, 5.508, 0.264)  0.495
C (3.082, 5.504, -0.130)  -0.877
C (1.397, 6.355, 1.428)  0.675
C (2.484, 7.284, 2.057)  -1.238
O (0.312, 6.344, 1.949)  -0.490
N (0.373, 2.132, 0.043)  -0.937
C (0.083, 1.365, -1.224)  2.743
C (-1.447, 1.742, -1.407)  -1.605
C (0.109, -0.208, -1.115)  -1.573
C (0.999, -0.786, 0.043)  -0.345
C (0.791, -2.358, 0.083)  -0.483
C (1.796, -2.928, 1.152)  0.429
O (1.592, -2.655, 2.307)  -0.575
O (2.919, -3.680, 0.838)  -0.473
H (4.801, 3.853, -2.760)  0.389
H (4.254, 2.515, -3.818)  0.391
H (3.087, 3.813, -3.336)  0.186
H (3.767, 2.939, -0.797)  0.104
H (4.504, 1.565, -1.637)  0.390
H (2.585, 0.549, -1.791)  0.252
H (1.864, 0.588, -3.792)  0.449
H (1.687, 2.270, -4.307)  0.635
H (-2.024, 3.866, -3.997)  0.292
H (-4.417, 4.480, -3.440)  0.399
H (-4.979, 5.825, -1.368)  0.729
H (-0.670, 6.090, -0.400)  0.394
H (0.963, 3.954, 1.511)  0.403
H (3.133, 5.018, -1.142)  0.057
H (3.483, 6.536, -0.293)  0.388
H (3.720, 4.896, 0.560)  0.398
H (3.347, 6.650, 2.386)  0.322
H (2.075, 7.934, 2.861)  0.347
H (2.881, 7.983, 1.266)  0.351
H (1.177, 1.805, 0.590)  0.572
H (-1.695, 2.683, -0.837)  0.096
H (-1.777, 1.921, -2.447)  0.052
H (-2.149, 0.984, -0.983)  0.526
H (0.565, -0.589, -2.075)  0.245
H (-0.891, -0.688, -1.049)  0.683
H (0.664, -0.387, 1.037)  0.189
H (2.103, -0.628, -0.143)  0.257
H (-0.261, -2.645, 0.320)  0.368
H (0.996, -2.754, -0.952)  0.374
H (3.621, -3.351, 1.437)  0.286
C (-0.414, -6.369, 0.794)  -0.847
N (-1.533, -5.739, 0.053)  0.988
O (-1.295, -5.323, -1.064)  -0.552
O (-2.609, -5.684, 0.618)  -0.561
H (0.472, -6.343, 0.167)  0.327
H (-0.262, -5.793, 1.704)  0.316
H (-0.697, -7.396, 1.018)  0.321
C (-7.393, 4.407, 0.765)  -0.781
N (-6.542, 3.890, -0.342)  0.852
O (-5.409, 3.547, -0.066)  -0.431
O (-7.044, 3.849, -1.450)  -0.519
H (-6.817, 4.386, 1.685)  0.316
H (-7.679, 5.425, 0.510)  0.300
H (-8.264, 3.759, 0.838)  0.304
C (-5.238, -0.590, -3.261)  -0.897
N (-4.132, -0.108, -2.390)  0.878
O (-3.552, 0.908, -2.723)  -0.413
O (-3.884, -0.768, -1.398)  -0.556
H (-5.343, 0.092, -4.099)  0.332
H (-4.973, -1.588, -3.604)  0.326
H (-6.144, -0.608, -2.660)  0.303
C (-5.054, -7.020, -0.401)  -0.402
N (-5.715, -7.583, -1.609)  0.962
O (-5.521, -8.756, -1.862)  -0.544
O (-6.408, -6.823, -2.262)  -0.583
H (-4.475, -7.800, 0.078)  0.265
H (-4.410, -6.209, -0.729)  0.261
H (-5.836, -6.658, 0.262)  0.095
C (5.830, -2.408, -1.123)  -0.860
N (4.810, -1.424, -0.679)  0.863
O (5.001, -0.853, 0.377)  -0.459
O (3.847, -1.259, -1.406)  -0.478
H (6.621, -2.449, -0.378)  0.293
H (5.336, -3.374, -1.216)  0.328
H (6.218, -2.070, -2.081)  0.328
C (6.892, -1.435, 3.369)  -0.878
N (6.852, -2.817, 2.821)  0.950
O (6.001, -3.571, 3.256)  -0.564
O (7.677, -3.099, 1.969)  -0.557
H (6.108, -1.329, 4.109)  0.322
H (7.868, -1.290, 3.818)  0.450
H (6.734, -0.750, 2.538)  0.291
C (-3.609, -7.848, 4.030)  -0.722
N (-2.750, -8.363, 2.930)  0.813
O (-1.613, -8.693, 3.210)  -0.516
O (-3.251, -8.417, 1.824)  -0.489
H (-3.036, -7.856, 4.952)  0.317
H (-3.906, -6.835, 3.766)  0.279
H (-4.473, -8.504, 4.105)  0.260
C (-6.324, -7.687, -5.696)  -0.643
N (-6.176, -6.632, -6.735)  0.870
O (-5.070, -6.148, -6.891)  -0.528
O (-7.176, -6.329, -7.356)  -0.523
H (-5.359, -7.852, -5.226)  0.287
H (-7.050, -7.331, -4.969)  0.239
H (-6.672, -8.590, -6.192)  0.295
C (-9.215, -7.227, 2.056)  -0.731
N (-7.848, -6.882, 2.531)  0.859
O (-6.989, -7.742, 2.446)  -0.475
O (-7.685, -5.761, 2.972)  -0.525
H (-9.210, -8.250, 1.693)  0.311
H (-9.892, -7.119, 2.901)  0.294
H (-9.468, -6.534, 1.257)  0.292
C (8.051, 2.305, 5.800)  -0.797
N (8.024, 0.927, 5.240)  0.916
O (7.170, 0.164, 5.661)  -0.536
O (8.861, 0.660, 4.398)  -0.537
H (7.256, 2.398, 6.534)  0.343
H (9.024, 2.450, 6.265)  0.273
H (7.900, 2.992, 4.981)  0.353
C (10.699, 5.818, 5.340)  -0.728
N (9.336, 5.293, 5.620)  0.856
O (8.875, 5.487, 6.726)  -0.502
O (8.774, 4.701, 4.714)  -0.537
H (11.071, 6.316, 6.231)  0.308
H (11.329, 4.970, 5.080)  0.301
H (10.617, 6.517, 4.511)  0.285

Forces on atoms 1 to 2 (eV/Å):
C 0.330 -0.660 -0.589
C 1.329 0.862 0.614

Properties
orbital gap = 8.68 eV
max |F| = 4.52 eV/Å
net charge = +1

=====

Copy entry 5 word for word.
# C3H4NS

An isolated ion of composition C3H4NS and charge +1 (ωB97M-V/def2-TZVPD, the OMol25 dataset).

Each line ends with the Mulliken charge.
Atoms and positions in Å:
C (2.559, 0.552, 0.237)  -0.065
C (-0.888, 1.171, 0.121)  -0.128
C (0.655, -1.118, 0.008)  -0.357
N (1.668, -0.188, 0.113)  -0.055
S (-1.047, -0.426, 0.245)  0.247
H (0.647, -1.567, -0.994)  0.376
H (0.775, -1.915, 0.753)  0.405
H (-1.765, 1.788, 0.233)  0.291
H (0.061, 1.669, -0.038)  0.285

Forces on atoms 1 to 2 (eV/Å):
C 0.603 0.609 0.052
C 0.230 -0.514 0.117

Properties
orbital gap = 8.88 eV
max |F| = 0.86 eV/Å
ΔE to the lowest compared entry with this formula, charge and spin = 45.93 kcal/mol
net charge = +1

=====

> What is the formula in the third record?

C10H30ClO10

=====

Please write out number 4 again, unchanged.
# C2H6NS

A 2-piece molecular cluster, C2H6NS overall at a distorted geometry (ωB97M-V/def2-TZVPD, the OMol25 dataset).

Each line ends with the Mulliken charge.
Atoms and positions in Å:
S (1.758, 0.040, 3.211)  -0.879
H (2.449, -0.258, 2.096)  -0.062
C (-0.011, -0.785, -1.510)  -0.711
C (-0.936, -0.136, -0.694)  -0.040
N (-0.522, 0.855, 0.213)  -0.394
H (0.975, -0.940, -1.156)  0.287
H (-0.236, -0.888, -2.528)  0.239
H (-1.960, 0.118, -1.095)  0.163
H (-1.415, 1.358, 0.388)  0.213
H (-0.101, 0.635, 1.076)  0.182

Forces on atoms 1 to 2 (eV/Å):
S -0.175 0.041 -0.151
H 0.013 0.003 0.017

Properties
orbital gap = 6.40 eV
max |F| = 4.12 eV/Å
ΔE to the lowest compared entry with this formula, charge and spin = 32.32 kcal/mol
net charge = -1

=====

Please write out number 2 again, unchanged.
# C24H15N4PPdS2Se

C24H15N4PPdS2Se as an isolated structure at a distorted geometry (ωB97M-V/def2-TZVPD, the OMol25 dataset).

Each line ends with the Mulliken charge.
Atoms and positions in Å:
Pd (-0.889, 0.722, -1.967)  -0.553
S (-2.929, -0.469, -2.347)  -0.060
C (-2.167, -1.964, -2.704)  0.729
S (-0.523, -1.475, -2.840)  -0.176
C (-2.678, -3.213, -2.790)  0.465
C (-1.812, -4.316, -3.052)  -0.079
N (-1.111, -5.202, -3.272)  -0.480
C (-4.068, -3.437, -2.561)  -0.100
N (-5.187, -3.616, -2.359)  -0.470
C (4.013, -1.000, 3.621)  -0.435
C (2.640, -0.910, 3.811)  -0.765
C (1.798, -0.720, 2.725)  -0.024
C (2.322, -0.629, 1.437)  0.064
C (3.700, -0.735, 1.254)  -0.151
C (4.543, -0.911, 2.342)  -0.616
P (1.299, -0.337, -0.048)  -0.150
C (-0.387, -0.779, 0.521)  0.096
C (-1.382, 0.144, 0.863)  0.340
C (-2.671, -0.291, 1.174)  -0.744
C (-2.975, -1.637, 1.141)  -0.560
C (-1.989, -2.566, 0.809)  -0.652
C (-0.712, -2.141, 0.497)  -0.505
C (1.148, 1.496, -0.050)  1.759
C (1.877, 2.334, 0.797)  -0.409
C (1.779, 3.712, 0.683)  -0.873
C (0.944, 4.280, -0.269)  -0.706
C (0.191, 3.470, -1.110)  0.066
C (0.305, 2.106, -0.965)  -0.629
H (4.668, -1.146, 4.470)  0.387
H (2.224, -0.984, 4.807)  0.402
H (0.728, -0.644, 2.879)  0.403
H (4.112, -0.685, 0.252)  0.371
H (5.612, -0.990, 2.190)  0.398
H (-1.164, 1.203, 0.939)  0.650
H (-3.425, 0.444, 1.422)  0.269
H (-3.980, -1.973, 1.363)  0.411
H (-2.227, -3.622, 0.782)  0.451
H (0.042, -2.866, 0.210)  0.382
H (2.530, 1.894, 1.540)  0.369
H (2.354, 4.345, 1.346)  0.421
H (0.857, 5.355, -0.352)  0.411
H (-0.485, 3.903, -1.832)  0.556
Se (-3.666, 3.336, 0.491)  -0.188
C (-2.915, 2.715, -0.971)  0.416
N (-2.373, 2.339, -1.952)  -0.800
N (0.687, 1.844, -4.351)  -0.121
C (0.252, 1.388, -3.391)  0.158
H (1.092, 2.229, -5.180)  0.276

Forces on atoms 1 to 2 (eV/Å):
Pd -1.119 0.357 -0.662
S -0.048 -0.072 0.189

Properties
orbital gap = 5.84 eV
max |F| = 1.35 eV/Å
ΔE to the lowest compared entry with this formula, charge and spin = 28.73 kcal/mol